The following is a quantum chemistry calculation of an isolated molecule of C4H5NO, from the OMol25 dataset.

Results
Kohn-Sham gap (alpha / beta) (eV): 8.353 / 8.346
E_tot (eV): -7761.7990
LUMO (alpha / beta) (eV): -0.531 / -0.531

Structure (ORCA input):
```
! wB97M-V def2-TZVPD RIJCOSX def2/J DEFGRID3
* xyz 0 1
O 0.569 1.219 -0.871
C 1.293 0.232 -0.379
C 0.970 -0.330 0.827
C -1.118 -0.363 0.081
C -0.889 0.799 -0.731
N -1.920 1.191 -1.213
H 1.994 -0.237 -1.073
H 0.535 0.280 1.612
H 1.482 -1.232 1.149
H -1.643 -0.246 1.024
H -1.272 -1.313 -0.425
*
```